The following is a DFT calculation (the ωB97M-V functional and the def2-TZVPD basis) of the molecule C3H10N4O.

Each line ends with the Mulliken charge.
Cartesian coordinates (Å):
H: -1.27 -0.05 -2.73  0.286
H: 2.05 0.80 -0.94  0.357
H: -0.94 1.79 -0.80  0.264
N: -0.79 -1.17 -0.19  -0.449
O: -0.32 -2.20 0.64  -0.365
N: -1.78 0.46 -1.98  -0.740
H: 1.78 0.25 2.55  0.400
C: -0.24 -0.03 -0.17  0.580
H: 0.42 -1.81 1.03  0.363
C: 0.82 0.38 2.07  -0.947
H: 0.23 -0.48 2.41  0.312
C: 1.76 1.25 -0.01  -0.898
N: 0.92 0.24 0.62  -0.249
H: -2.22 -0.28 -1.47  0.361
N: -0.60 0.89 -1.18  -0.154
H: 0.21 1.26 2.22  0.342
H: 1.21 2.28 -0.13  0.234
H: 2.77 1.32 0.52  0.301

**Relative energy (zero: lowest compared OMol25 entry of this formula, charge and spin)**: 111.0 kcal/mol
**E**: -11277.3852 eV
**LUMO level**: 0.75 eV
**E_HOMO**: -0.322 Ha
**Largest force on an atom**: 3.08 eV/Å
**Kohn-Sham gap**: 9.51 eV

---

The following is a DFT calculation (the ωB97M-V functional and the def2-TZVPD basis) of a cluster of 2 separate species, C3H10N4O in total.

Each line ends with the Mulliken charge.
Cartesian coordinates (Å):
H: -0.57 1.37 -0.80  0.098
H: 1.55 0.50 2.57  0.240
H: 0.28 -0.39 1.68  0.212
N: -0.77 -1.22 -0.37  -0.053
C: -1.72 -0.38 -0.43  -0.044
C: -1.60 1.04 -0.85  -0.807
O: 1.26 1.00 0.59  -0.148
N: 2.43 0.94 -0.31  0.063
N: 2.73 2.06 -0.70  -0.399
H: 2.02 -0.76 1.42  0.319
H: -2.22 1.66 -0.20  0.277
H: -1.94 1.17 -1.88  0.306
H: 3.37 2.20 -1.49  0.264
H: -2.76 -0.75 -0.43  0.333
H: -0.34 -3.15 -0.29  0.224
N: -1.04 -2.49 0.02  -0.516
H: -1.98 -2.84 -0.15  0.227
C: 1.29 0.03 1.62  -0.597

**Relative energy (zero: lowest compared OMol25 entry of this formula, charge and spin)**: 126.0 kcal/mol
**E**: -11276.7356 eV
**LUMO level**: 1.08 eV
**E_HOMO**: -0.318 Ha
**Largest force on an atom**: 2.54 eV/Å
**Kohn-Sham gap**: 9.73 eV

---

The following is a DFT calculation (the ωB97M-V functional and the def2-TZVPD basis) of a cluster of 2 separate species, C3H10N4O in total.

Each line ends with the Mulliken charge.
Cartesian coordinates (Å):
H: -2.27 1.00 -1.31  0.253
H: -0.71 0.07 -1.09  0.268
N: 0.68 -1.01 1.67  -0.527
H: -0.76 2.92 0.92  0.247
N: -0.10 2.22 0.63  -0.339
O: -1.88 0.24 0.57  -0.432
C: 1.63 -1.07 -1.00  -1.067
N: -0.28 1.05 1.25  -0.291
H: 0.11 2.18 -0.37  0.270
H: 0.71 -1.94 1.28  0.209
N: 0.89 0.05 -0.47  -0.573
H: -2.26 -0.83 -1.12  0.286
C: 0.52 0.03 0.78  0.907
H: 2.53 -1.27 -0.41  0.389
C: -1.86 0.13 -0.76  -0.510
H: 0.08 -0.94 2.48  0.274
H: 1.03 -2.00 -1.02  0.331
H: 1.93 -0.84 -2.02  0.305

**Relative energy (zero: lowest compared OMol25 entry of this formula, charge and spin)**: 114.4 kcal/mol
**E**: -11277.2392 eV
**LUMO level (spin up / spin down)**: 0.11 / 0.11 eV
**E_HOMO (spin up / spin down)**: -0.316 / -0.316 Ha
**Largest force on an atom**: 2.06 eV/Å
**Kohn-Sham gap (spin up / spin down)**: 8.70 / 8.70 eV

---

The following is a DFT calculation (the ωB97M-V functional and the def2-TZVPD basis) of a structure of composition C3H10N4O2.

Each line ends with the Mulliken charge.
Cartesian coordinates (Å):
H: -2.80 0.71 -0.41  0.307
H: 2.82 -0.55 -0.17  0.226
H: 2.33 -0.52 1.49  0.251
H: -2.04 2.16 0.27  0.267
O: 0.70 1.43 1.13  -0.737
N: -1.12 0.36 0.66  -0.214
H: 0.53 -2.33 0.87  0.283
H: 1.11 1.96 -1.00  0.381
N: -0.28 -1.75 1.07  -0.591
C: -0.36 -0.67 0.15  0.440
N: -0.45 -1.18 -1.17  -0.562
C: 1.12 0.55 0.24  0.624
C: -1.83 1.21 -0.23  -0.761
O: 1.21 1.00 -1.09  -0.560
N: 2.27 -0.13 0.56  -0.411
H: -0.33 -0.47 -1.88  0.258
H: -1.28 -1.74 -1.31  0.265
H: -0.25 -1.41 2.03  0.259
H: -1.35 1.38 -1.20  0.276

**Relative energy (zero: lowest compared OMol25 entry of this formula, charge and spin)**: 104.7 kcal/mol
**E**: -13325.1486 eV
**LUMO level (spin up / spin down)**: -1.09 / -0.17 eV
**E_HOMO (spin up / spin down)**: -0.288 / -0.281 Ha
**Largest force on an atom**: 6.20 eV/Å
**Kohn-Sham gap (spin up / spin down)**: 6.74 / 7.46 eV

---

Q: largest force on an atom of number 4 (C3H10N4O2)?
A: 6.20 eV/Å